A cluster of 2 separate species, C20H35N2O in total, computed with ωB97M-V/def2-TZVPD.

Each atom is followed by the atoms it is bonded to, with distances in Å.
Cartesian coordinates (Å):
1 C 5.143 -3.082 3.391  C2 1.324, H18 1.161
2 C 3.997 -2.510 3.054  C1 1.324, C3 1.634
3 C 2.618 -1.811 2.528  C2 1.634, N4 1.509, C8 1.617, H19 1.149
4 N 2.925 -0.343 2.369  C3 1.509, C5 1.505, H20 1.048, H21 1.036
5 C 2.473 0.263 1.068  N4 1.505, C6 1.617, H22 1.168, H23 1.153
6 C 2.745 -0.647 -0.241  C5 1.617, O7 1.457, H24 1.160, H25 1.167
7 O 3.017 -2.054 0.024  C6 1.457, C8 1.460
8 C 2.241 -2.568 1.149  C3 1.617, O7 1.460, C9 1.631, H26 1.168
9 C 0.639 -2.663 0.853  C8 1.631, C10 1.606, H27 1.169, H28 1.147
10 C -0.041 -3.449 2.077  C9 1.606, C11 1.606, H29 1.169, H30 1.164
11 C -0.857 -2.587 3.158  C10 1.606, C12 1.607, H31 1.170, H32 1.167
12 C -0.808 -0.988 3.012  C11 1.607, N13 1.517, H33 1.148, H34 1.170
13 N -2.052 -0.505 2.293  C12 1.517, C14 1.494, C17 1.468
14 C -2.116 0.439 1.136  N13 1.494, C15 1.593, H35 1.166
15 C -3.617 0.654 0.650  C14 1.593, C16 1.588, H36 1.146
16 C -4.553 -0.213 1.596  C15 1.588, C17 1.570, H37 1.150
17 C -3.462 -0.832 2.541  N13 1.468, C16 1.570, H38 1.159
18 H 6.012 -3.779 3.720  C1 1.161
19 H 1.864 -1.944 3.383  C3 1.149
20 H 2.412 0.161 3.132  N4 1.048
21 H 3.933 -0.152 2.516  N4 1.036
22 H 3.105 1.236 0.928  C5 1.168
23 H 1.363 0.577 1.041  C5 1.153
24 H 1.801 -0.599 -0.914  C6 1.160
25 H 3.632 -0.266 -0.897  C6 1.167
26 H 2.589 -3.674 1.286  C8 1.168
27 H 0.553 -3.360 -0.082  C9 1.169
28 H 0.156 -1.670 0.544  C9 1.147
29 H 0.810 -4.018 2.642  C10 1.169
30 H -0.757 -4.246 1.622  C10 1.164
31 H -0.410 -2.841 4.209  C11 1.170
32 H -1.941 -3.019 3.196  C11 1.167
33 H 0.153 -0.555 2.556  C12 1.148
34 H -0.879 -0.548 4.094  C12 1.170
35 H -1.221 0.982 0.623  C14 1.166
36 H -4.014 1.301 -0.209  C15 1.146
37 H -5.691 -0.375 1.615  C16 1.150
38 H -3.753 -1.557 3.398  C17 1.159
39 C -1.170 4.955 -3.026  C40 1.523, H45 1.092, H46 1.093, H47 1.094
40 C -0.100 3.945 -3.423  C39 1.523, C41 1.531, H48 1.095, H49 1.095
41 C -0.567 2.970 -4.507  C40 1.531, C42 1.532, H50 1.096, H51 1.096
42 C -1.744 2.073 -4.114  C41 1.532, C43 1.529, H52 1.096, H53 1.095
43 C -1.518 1.207 -2.873  C42 1.529, C44 1.522, H54 1.095, H55 1.096
44 C -0.380 0.210 -3.035  C43 1.522, H56 1.093, H57 1.095, H58 1.093
45 H -2.047 4.467 -2.596  C39 1.092
46 H -0.772 5.645 -2.277  C39 1.093
47 H -1.488 5.544 -3.891  C39 1.094
48 H 0.238 3.401 -2.536  C40 1.095
49 H 0.772 4.491 -3.799  C40 1.095
50 H 0.283 2.347 -4.806  C41 1.096
51 H -0.849 3.540 -5.399  C41 1.096
52 H -1.980 1.421 -4.963  C42 1.096
53 H -2.636 2.689 -3.954  C42 1.095
54 H -2.440 0.654 -2.662  C43 1.095
55 H -1.333 1.837 -1.995  C43 1.096
56 H -0.569 -0.462 -3.877  C44 1.093
57 H -0.284 -0.400 -2.131  C44 1.095
58 H 0.577 0.711 -3.199  C44 1.093

Properties
- HOMO: -0.3746 hartree
- DFT total energy: -967.2171 Eh
- Orbital gap: 6.7 eV
- 2S+1: 1
- Charge: +1